Here is the molecule C4H9NO2 from the OMol25 dataset. Energies are from wB97M-V/def2-TZVPD.

Last column: natural (NBO) charge in e.
Atoms and positions in Å:
C 0.886199 1.327236 0.764676  -0.606
C 0.682528 0.006813 0.036970  -0.299
C 0.383015 -1.196314 0.932850  -0.069
O -0.922114 -1.357602 0.367845  -0.533
C -0.740562 -0.275409 -0.558540  0.645
N -0.913858 -0.705455 -1.896051  -0.848
O -1.684838 0.731571 -0.383153  -0.710
H 1.842331 1.315731 1.301823  0.215
H 0.890890 2.179671 0.078856  0.221
H 0.100499 1.500350 1.511049  0.197
H 1.488735 -0.159882 -0.685775  0.205
H 1.012670 -2.079350 0.778100  0.174
H 0.327511 -0.976255 2.005620  0.167
H -1.415939 -0.043650 -2.461015  0.387
H -0.105156 -1.086109 -2.357635  0.371
H -1.831911 0.818652 0.564381  0.480

Forces on atoms 1 to 2 (eV/Å):
0.0 0.0 0.0
0.1 0.0 0.0

Computed properties:
Orbital gap = 10.39 eV
SMILES = C[C@H]1CO[C@@]1(N)O
Lowest unoccupied orbital energy = 0.910 eV

---

Here is a cluster of 3 separate species, C3H7NO2 in total from the OMol25 dataset. Energies are from wB97M-V/def2-TZVPD.

Last column: natural (NBO) charge in e.
Atoms and positions in Å:
N 0.539863 1.795805 0.543912  -0.835
C 1.327441 1.098375 1.164336  0.899
O 2.023745 0.343118 1.713262  -0.479
H 0.598475 2.801965 0.543931  0.428
C 0.413323 -1.924680 0.282088  -0.399
C -0.396816 -1.360670 -0.609567  -0.403
H 0.130571 -2.030317 1.328167  0.195
H 1.414406 -2.264318 0.022596  0.195
H -0.095779 -1.220929 -1.646807  0.185
H -1.376545 -0.963427 -0.360249  0.217
O -1.921650 1.275586 -0.921739  -0.952
H -1.179762 1.342955 -0.299525  0.485
H -1.477274 1.106538 -1.760405  0.462

Forces on atoms 1 to 2 (eV/Å):
0.4 -0.3 0.3
0.3 -0.2 0.2

Computed properties:
Orbital gap = 10.65 eV
SMILES = N=C=O.C=C.O
Lowest unoccupied orbital energy = 0.538 eV

---

Here is the molecule C8H11N in a non-equilibrium geometry from the OMol25 dataset. Energies are from wB97M-V/def2-TZVPD.

Last column: natural (NBO) charge in e.
Atoms and positions in Å:
C -0.749267 -1.672457 -0.453020  0.039
C 0.428824 -1.772135 -0.632996  -0.095
C 1.746554 -1.351089 -0.199442  -0.299
N 1.571916 -0.099112 0.702974  -0.650
C 1.503135 1.189467 0.027749  -0.255
C 0.047314 1.541580 -0.561059  -0.160
C -1.204614 1.179133 -0.482197  -0.202
C -1.692417 0.377189 0.651900  -0.447
C -2.075031 -1.028063 0.142318  -0.434
H 2.504022 -1.073187 -1.092764  0.202
H 1.959188 -2.291031 0.553779  0.242
H 2.368235 -0.112824 1.479513  0.369
H 2.088035 1.945491 0.656102  0.227
H 2.153293 1.052091 -0.901029  0.172
H 0.186585 2.137038 -1.438351  0.185
H -1.977870 1.755431 -0.930712  0.209
H -2.605876 0.915249 1.064601  0.215
H -0.938439 0.121743 1.399374  0.238
H -2.700141 -0.905890 -0.659874  0.207
H -2.613455 -1.908616 0.673126  0.238

Forces on atoms 1 to 2 (eV/Å):
-2.9 1.3 1.3
-0.1 0.8 -0.3

Computed properties:
Orbital gap = 9.75 eV
SMILES = C1#CCNC/C=C\CC1
Lowest unoccupied orbital energy = 0.982 eV

---

Here is a structure of composition C18H27HfN2O5P2S in a non-equilibrium geometry from the OMol25 dataset. Energies are from wB97M-V/def2-TZVPD.

Last column: natural (NBO) charge in e.
Atoms and positions in Å:
Hf 0.123741 -0.030647 0.317732  2.279
P 2.604096 0.764682 0.086364  0.781
C 2.536812 1.031826 -1.721289  -0.768
C 1.736284 -0.050875 -2.420600  0.289
N 0.582081 -0.458318 -1.843123  -0.725
C -0.372051 -1.065101 -2.616089  0.248
C -0.076268 -1.412448 -3.915881  -0.221
C 1.104535 -1.073012 -4.514204  -0.045
C 2.025134 -0.365050 -3.749599  -0.208
C -1.711704 -1.431136 -2.037490  -0.706
P -2.259832 -0.206514 -0.690620  0.691
H 2.957254 -0.019428 -4.170882  0.264
H -0.845092 -1.941046 -4.468719  0.263
H 1.333375 -1.332543 -5.561255  0.281
H -2.504800 -1.385177 -2.812237  0.296
H -1.694994 -2.439809 -1.567031  0.292
H 2.207273 1.912569 -1.997639  0.312
H 3.553136 0.991182 -2.089824  0.277
H 0.688794 3.277884 -1.747053  0.479
O 1.212006 3.277047 -2.495857  -0.982
H 1.978453 3.786139 -2.637956  0.509
H -0.244627 2.304846 -0.300129  0.394
O -0.335895 3.292862 -0.482521  -0.845
H -1.138798 3.510660 -1.121298  0.541
C -3.077336 1.083791 -1.667207  -0.922
H -3.861758 0.655343 -2.305787  0.290
H -3.515614 1.803000 -0.964679  0.278
H -2.333770 1.596679 -2.288368  0.252
C -3.644023 -1.156123 0.079788  -0.898
H -4.103958 -0.478433 0.827536  0.276
H -4.389020 -1.436003 -0.698138  0.287
H -3.231001 -2.057498 0.584078  0.289
C 3.858151 -0.437427 0.601881  -0.921
H 4.843958 -0.142382 0.218317  0.292
H 3.863280 -0.457097 1.706321  0.278
H 3.590444 -1.445162 0.251531  0.273
C 3.128631 2.344472 0.738985  -0.936
H 3.108940 2.273071 1.829771  0.278
H 4.145047 2.570841 0.398790  0.288
H 2.434450 3.131142 0.428211  0.271
O 0.360293 0.234937 2.458273  -0.729
C 0.309875 -1.063973 2.651780  0.692
N 0.059656 -1.733840 1.479746  -1.055
S -0.222410 -3.430144 1.690886  2.277
O -1.625019 -3.620521 1.404664  -0.861
O 0.796524 -4.127395 0.955615  -0.830
C 0.160125 -3.226419 3.411740  -0.181
C 0.270015 -4.233149 4.341403  -0.190
C 0.662735 -3.944138 5.637310  -0.070
C 0.955436 -2.621087 5.980120  -0.167
C 0.837285 -1.603659 5.052180  -0.077
C 0.419085 -1.910471 3.757729  -0.239
H 0.036701 -5.238330 4.030535  0.267
H 0.758036 -4.724109 6.372571  0.271
H 1.290485 -2.405971 6.978621  0.267
H 1.069736 -0.575857 5.265565  0.254

Forces on atoms 1 to 2 (eV/Å):
0.3 -1.7 2.3
0.4 0.8 -0.6

Computed properties:
Total charge = +3
Orbital gap = 7.41 eV
Lowest unoccupied orbital energy = -11.088 eV

---

Here is a structure of composition C11H14BrCl3GeN3O4PdS in a non-equilibrium geometry from the OMol25 dataset. Energies are from wB97M-V/def2-TZVPD.

Last column: Mulliken spin population.
Atoms and positions in Å:
Pd -0.238826 0.499325 -0.274322  0.550
C -5.104974 1.544444 0.383527  -0.002
C -3.636070 1.849256 0.242805  -0.006
C -3.132758 2.547009 -0.881894  0.014
C -1.812941 2.830740 -0.998091  0.006
C -0.949003 2.399686 0.056872  -0.003
Br 0.656481 3.491196 0.348777  0.004
N -1.391444 1.721427 1.127717  0.006
C -2.728993 1.424877 1.164496  0.000
H -5.713017 2.347978 -0.042443  -0.001
H -5.383103 1.429307 1.432988  0.000
H -5.353832 0.614223 -0.131916  0.001
H -3.814839 2.840054 -1.674442  0.000
H -1.393691 3.340926 -1.850507  0.000
H -3.037450 0.824808 2.014082  0.001
O 0.911599 0.925885 -2.481015  0.001
S 0.364348 -0.468490 -2.664727  -0.001
O 0.887571 -1.115320 -3.854672  0.002
O 0.786517 -1.218471 -1.395111  0.102
O -1.142114 -0.413232 -2.622200  0.012
C 4.943087 -0.301122 -1.698809  0.000
C 4.123963 -0.104613 -0.464677  0.001
C 4.316416 -0.488722 0.848037  0.000
C 3.129844 -0.101181 1.519176  0.001
N 2.303461 0.501554 0.686794  0.006
N 2.930328 0.502622 -0.500742  -0.001
C 2.731029 -0.320243 2.945762  -0.001
H 5.827307 -0.894900 -1.468764  0.000
H 5.270377 0.650906 -2.123523  0.000
H 4.364742 -0.824154 -2.462912  0.000
H 5.169658 -1.009830 1.254903  0.000
H 2.369414 0.748044 -1.313580  -0.006
H 3.607315 -0.363358 3.596335  0.000
H 2.175289 -1.253495 3.058183  0.000
H 2.079928 0.487190 3.279302  0.000
Cl -3.932960 -1.361329 -1.141445  0.037
Ge -1.708962 -1.665277 -0.599115  0.175
Cl -2.169377 -2.762800 1.520758  0.055
Cl -1.475019 -3.580822 -1.717708  0.046

Forces on atoms 1 to 2 (eV/Å):
0.1 -0.9 0.7
0.1 0.1 0.0

Computed properties:
<S²> = 0.76
Total charge = -2
Orbital gap (alpha / beta) = 5.80 / 6.31 eV
Lowest unoccupied orbital energy (alpha / beta) = 4.519 / 4.518 eV
Multiplicity = 2

---

Here is the ion C5H12N with charge +1 in a non-equilibrium geometry from the OMol25 dataset. Energies are from wB97M-V/def2-TZVPD.

Last column: natural (NBO) charge in e.
Atoms and positions in Å:
C -0.132484 -1.517409 2.385580  -0.657
C 0.290828 -0.829183 1.135649  -0.173
C -0.538754 -0.571654 0.147976  -0.242
C -0.458735 -0.309023 -1.396494  -0.447
C -0.450575 1.234974 -1.582923  -0.195
N 0.897822 1.658108 -0.846785  -0.726
H 0.832105 -1.950539 2.806052  0.233
H -0.845312 -2.342314 2.199462  0.240
H -0.549338 -0.866805 3.159691  0.241
H 1.405460 -0.850597 1.035154  0.194
H -1.565579 -0.664665 0.370731  0.207
H 0.491666 -0.697546 -1.835061  0.219
H -1.325907 -0.775000 -1.850201  0.264
H -1.317461 1.597864 -1.099595  0.235
H -0.396413 1.530237 -2.680226  0.245
H 1.718438 1.924650 -1.460361  0.452
H 1.134683 0.877385 -0.251838  0.453
H 0.809556 2.551515 -0.236812  0.457

Forces on atoms 1 to 2 (eV/Å):
1.1 -0.7 1.3
1.7 -0.8 -0.5

Computed properties:
Total charge = +1
Orbital gap = 10.05 eV
SMILES = C/C=C/CC[NH3+]
Lowest unoccupied orbital energy = -3.589 eV